Here is the molecule C7H9NO3S in a non-equilibrium geometry from the Open Molecules 2025 dataset. Energies are from ωB97M-V/def2-TZVPD.

```
21
Properties=species:S:1:pos:R:3:forces:R:3
C 1.094425 -1.000241 -0.059079 -3.6 3.1 0.1
C 2.264897 -0.356782 -0.086366 -0.2 0.1 0.0
C -0.304421 0.020800 -0.019675 4.6 -2.8 -0.1
C 2.277845 1.072561 -0.036216 -0.2 0.1 0.0
C -1.534526 -0.493327 -0.065731 -1.4 0.3 0.1
C 3.533253 1.878992 -0.049614 -0.4 0.1 0.1
C -4.333647 -0.534727 0.133461 0.8 0.4 -0.1
N -0.047936 1.329947 0.059332 -1.9 0.5 0.1
O -2.889989 1.430975 1.146778 -0.1 0.0 0.3
O -3.055520 1.284793 -1.304379 -0.1 -0.1 -0.2
O 1.186727 1.773605 0.043840 2.3 -0.5 -0.1
S -2.928248 0.616047 -0.036179 -0.2 -0.7 0.0
H 0.924911 -2.056620 -0.068692 0.1 -0.4 0.0
H 3.218490 -0.871267 -0.129335 0.0 0.0 0.0
H -1.738979 -1.541307 -0.148135 0.0 -0.2 0.0
H 4.094505 1.714950 -0.969781 0.0 0.0 0.0
H 4.168406 1.600923 0.791368 0.0 0.0 0.0
H 3.268491 2.930712 0.032698 0.1 0.0 0.0
H -5.222870 0.052893 0.334392 0.0 0.2 0.0
H -4.437868 -1.084538 -0.792593 0.0 -0.1 -0.2
H -4.131369 -1.192924 0.969487 0.0 -0.1 0.1
```
Forces are in eV/Å.

The calculation puts the orbital gap (spin up / spin down) at 6.5 / 6.6 eV. The total energy comes out at -25867.1980 eV. The energy above the lowest of the compared OMol25 structures with the same formula, charge and spin is 121.80 kcal per mole. The charge is 0.

=====

Here is a cluster of 4 separate species, C20H47Cl2NO6P in total in a non-equilibrium geometry from the Open Molecules 2025 dataset. Energies are from ωB97M-V/def2-TZVPD.

```
77
Properties=species:S:1:pos:R:3:forces:R:3
C 1.243751 0.453799 4.687878 -0.3 0.0 0.5
C 0.386325 0.260953 3.870588 0.2 0.3 -0.3
C -0.637522 0.028453 2.861626 -0.2 -0.6 0.5
C -1.950546 -0.461520 3.534324 0.3 0.4 -0.5
C -2.903421 -1.064748 2.512247 0.3 -0.1 0.4
P -4.782797 -1.104724 2.965009 -0.3 0.2 -1.4
N -5.317908 -0.577164 1.334669 -0.3 0.0 0.4
Cl -4.158442 -1.931117 5.023597 0.2 -0.3 0.7
C -6.589644 -1.159062 3.608544 0.3 0.2 0.0
C -7.508126 0.002584 3.246940 -0.3 0.0 0.2
C -7.074784 1.356698 3.814530 -0.1 -0.4 0.2
Cl -6.481328 2.504959 2.573096 0.1 0.2 0.0
H 1.789679 0.605603 5.586596 0.3 0.0 -0.1
H -0.272843 -0.778772 2.224351 0.0 0.1 -0.3
H -0.809931 0.929531 2.279373 0.0 0.0 -0.2
H -1.675861 -1.165063 4.308600 -0.1 -0.1 0.2
H -2.417449 0.406785 4.001145 -0.1 0.0 0.2
H -2.785247 -0.483307 1.593338 -0.3 0.1 -0.1
H -2.574302 -2.082121 2.277565 -0.1 -0.2 0.0
H -4.618964 0.251136 3.449806 0.0 0.1 0.1
H -4.865738 -2.492846 2.539629 0.0 0.0 0.2
H -4.879010 0.275170 1.019195 0.0 0.0 -0.1
H -5.207259 -1.310282 0.650770 0.2 0.0 -0.1
H -6.999256 -2.083259 3.200056 -0.1 -0.1 0.0
H -6.580239 -1.252972 4.691953 0.1 -0.1 0.1
H -8.487447 -0.205568 3.692285 -0.1 0.0 0.0
H -7.678459 0.074820 2.178090 0.2 0.0 -0.2
H -7.893200 1.859838 4.317163 -0.1 0.2 -0.1
H -6.278404 1.218932 4.537357 0.2 0.1 0.0
C 0.510646 -3.310542 -3.171565 0.0 0.1 0.0
O -0.352589 -2.238734 -2.841491 0.1 -0.1 0.0
C -1.116844 -2.485127 -1.663642 -0.1 0.2 -0.1
C -0.561148 -1.747299 -0.471131 0.0 -0.2 0.2
O 0.716914 -2.247419 -0.095684 0.0 0.0 -0.1
C 1.785332 -1.413036 -0.493815 0.0 0.0 0.0
H 1.164192 -2.975925 -3.977621 0.0 0.0 0.0
H 1.125326 -3.607038 -2.317877 0.0 0.0 0.0
H -0.067131 -4.174133 -3.520264 0.0 0.0 0.0
H -1.159301 -3.557662 -1.455062 0.0 0.0 0.0
H -2.135849 -2.135249 -1.852377 0.0 0.0 0.0
H -1.234120 -1.889589 0.377834 0.0 0.0 0.0
H -0.504984 -0.674795 -0.680503 0.0 0.0 0.0
H 1.778494 -0.474390 0.071840 0.0 0.0 0.0
H 1.745106 -1.188476 -1.564303 0.0 0.0 0.0
H 2.712237 -1.943022 -0.278337 0.0 0.0 0.0
C 3.950131 1.555881 2.779119 0.0 0.1 -0.1
O 4.528625 2.447697 1.833064 0.1 -0.1 0.1
C 5.017878 3.642409 2.410707 -0.1 0.0 -0.2
C 6.523739 3.624494 2.543568 0.0 0.0 0.2
O 6.960947 2.663447 3.491370 0.0 0.0 0.0
C 7.442109 1.471292 2.902849 0.0 0.0 0.0
H 3.731299 0.624816 2.260861 0.0 0.0 0.0
H 4.637788 1.350809 3.604294 0.0 0.0 0.0
H 3.015818 1.958145 3.174302 0.0 0.0 0.0
H 4.558174 3.815568 3.388482 0.0 0.0 0.0
H 4.733515 4.469995 1.751475 0.0 0.0 0.0
H 6.864029 4.605910 2.890789 0.0 0.0 0.0
H 6.978816 3.433229 1.566710 0.0 0.0 0.0
H 8.385251 1.651238 2.373715 0.0 0.0 0.0
H 6.714667 1.044118 2.208165 0.0 0.0 0.0
H 7.622443 0.760251 3.707178 0.0 0.0 0.0
C 1.937917 2.027369 -7.777572 0.0 0.0 0.0
O 0.771452 1.247505 -7.951919 0.1 0.0 0.0
C 1.039446 -0.101852 -8.297537 -0.2 0.1 0.0
C 0.899793 -1.026395 -7.110019 0.1 -0.1 0.0
O 1.902784 -0.786037 -6.138649 0.0 0.1 0.0
C 1.431616 -0.055860 -5.014135 0.0 -0.1 0.0
H 1.627667 2.994061 -7.384885 0.0 0.0 0.0
H 2.630505 1.562505 -7.071400 0.0 0.0 0.0
H 2.448661 2.183392 -8.734844 0.0 0.0 0.0
H 2.042789 -0.195625 -8.724794 0.0 0.0 0.0
H 0.314715 -0.394673 -9.064339 0.0 0.0 0.0
H 1.012835 -2.060298 -7.453671 0.0 0.0 0.0
H -0.096067 -0.923386 -6.669238 0.0 0.0 0.0
H 0.742682 -0.666785 -4.424781 -0.1 0.1 0.0
H 0.934752 0.869738 -5.315895 0.0 0.0 0.0
H 2.295331 0.192773 -4.399302 0.0 0.0 0.0
```
Forces are in eV/Å.

The calculation puts the orbital gap at 6.5 eV. The total energy comes out at -69606.3833 eV. The charge is -1.

=====

Here is a cluster of 6 separate species, C28H36N7O4P in total from the Open Molecules 2025 dataset. Energies are from ωB97M-V/def2-TZVPD.

```
76
Properties=species:S:1:pos:R:3:forces:R:3
C -0.229760 -1.838447 -1.465131 0.3 -0.4 -0.4
C -0.054085 -1.969581 -2.992784 -0.3 0.6 0.6
N 1.213428 -1.504632 -3.532399 -0.1 -0.2 -0.5
O 1.235183 -0.080703 -3.260251 0.3 0.2 0.0
P 2.623213 0.441453 -2.691163 -0.4 -0.1 0.0
O 2.998035 -0.082691 -1.373562 0.2 -0.1 0.0
O 2.324616 1.997740 -2.767634 -0.2 -0.2 -0.1
O 3.687783 0.146342 -3.823706 0.1 0.1 0.4
C 4.974222 -0.434629 -3.432599 0.6 -0.4 -0.5
N 4.979148 -1.855130 -3.411379 0.0 0.2 0.3
H -0.992399 -1.113665 -1.202554 -0.1 0.0 0.1
H -0.492237 -2.810081 -1.057577 -0.2 0.0 0.3
H 0.702587 -1.536408 -0.991362 0.1 0.1 0.0
H -0.809348 -1.361416 -3.486187 -0.1 -0.2 -0.2
H -0.180466 -3.000188 -3.308876 0.1 -0.1 -0.2
H 1.974360 -1.920557 -3.002112 0.1 0.1 0.3
H 3.057813 2.470744 -2.368234 0.1 0.3 0.2
H 5.672924 -0.110599 -4.195417 -0.2 0.2 -0.3
H 5.308905 -0.050161 -2.476744 -0.3 0.1 0.2
H 4.610629 -2.237495 -4.269170 0.0 -0.1 0.0
H 4.503914 -2.230437 -2.602587 -0.1 0.0 0.0
C -4.781606 -4.849004 1.206120 0.0 0.0 0.0
C -4.139460 -5.297383 0.062670 0.0 0.0 0.0
C -2.843508 -4.867388 -0.173170 0.1 0.0 0.0
N -2.177409 -4.045805 0.635531 -0.1 -0.1 0.0
C -2.809123 -3.622288 1.730805 0.2 0.0 0.0
C -4.104701 -3.994853 2.060898 0.0 0.0 -0.1
H -5.794742 -5.160871 1.426758 0.0 0.0 0.0
H -4.630880 -5.964172 -0.632805 0.0 0.0 0.0
H -2.306690 -5.195216 -1.058069 0.0 0.0 0.0
H -2.254090 -2.948973 2.371877 -0.1 0.0 0.1
H -4.565528 -3.615423 2.961461 0.0 0.1 0.0
C -4.247943 -0.567970 6.763868 0.0 0.0 0.0
C -3.654775 -1.821256 6.736629 0.0 0.0 0.0
C -3.199868 -2.308584 5.521478 0.0 0.0 0.0
N -3.303885 -1.640330 4.373612 0.0 0.0 0.1
C -3.875554 -0.438953 4.418171 0.0 0.0 -0.1
C -4.358797 0.140361 5.580817 -0.1 -0.1 0.0
H -4.611300 -0.149028 7.693526 0.0 0.0 0.0
H -3.544833 -2.409671 7.637426 0.0 0.0 0.0
H -2.727999 -3.284163 5.457941 0.0 0.0 0.0
H -3.943086 0.087037 3.471464 0.0 0.0 0.0
H -4.801864 1.124018 5.554555 0.0 0.0 0.0
C -0.114452 4.193531 4.950814 0.0 0.0 0.0
C -1.280678 4.168743 4.204284 0.0 0.0 0.0
C -2.307927 3.334505 4.617627 -0.1 -0.1 0.0
N -2.236120 2.550125 5.689673 0.1 0.1 0.1
C -1.106565 2.579363 6.392569 0.0 0.0 0.0
C -0.022561 3.381508 6.070064 0.0 0.0 0.0
H 0.711842 4.830407 4.662296 0.0 0.0 0.0
H -1.394581 4.777973 3.317810 0.0 0.0 0.0
H -3.233962 3.280226 4.057831 0.0 0.0 -0.1
H -1.071474 1.921893 7.255047 0.0 0.0 0.0
H 0.871029 3.365053 6.678660 0.0 0.0 0.0
C 9.271256 -0.939804 -7.676246 0.0 0.0 0.0
C 9.406765 -0.648594 -6.329020 0.0 0.0 0.0
C 8.307423 -0.146017 -5.650496 0.0 0.0 0.1
N 7.125670 0.077202 -6.221398 0.1 0.0 0.0
C 7.011959 -0.207250 -7.516835 -0.1 0.0 0.0
C 8.047658 -0.715643 -8.285520 0.0 0.0 0.0
H 10.104938 -1.335552 -8.241698 0.0 0.0 0.0
H 10.342616 -0.808483 -5.811900 0.0 0.0 0.0
H 8.372064 0.089386 -4.593358 0.0 0.0 0.0
H 6.039518 -0.015063 -7.956711 0.0 0.0 0.0
H 7.896149 -0.929357 -9.334427 0.0 0.0 0.0
C -4.236148 5.139506 -0.480965 0.0 0.0 0.0
C -3.750877 3.893537 -0.840866 0.0 0.0 0.0
C -3.620875 2.925683 0.144266 0.0 -0.1 0.0
N -3.932420 3.126123 1.422587 0.0 0.1 0.0
C -4.395171 4.331264 1.750920 0.0 -0.1 0.1
C -4.567470 5.365840 0.845264 0.0 0.0 0.0
H -4.353319 5.921228 -1.220282 0.0 0.0 0.0
H -3.477672 3.671902 -1.863085 0.0 0.0 0.0
H -3.247657 1.936944 -0.098752 0.0 0.0 0.0
H -4.640680 4.471323 2.798538 0.0 0.1 0.0
H -4.949101 6.322953 1.173178 0.0 0.0 0.0
```
Forces are in eV/Å.

The calculation puts the orbital gap at 9.8 eV. The total energy comes out at -57530.0013 eV. The energy above the lowest of the compared OMol25 structures with the same formula, charge and spin is 4.21 kcal per mole. The charge is 0.